(1)
A molecular structure, C15H31Br4N3OV in a non-equilibrium geometry, computed with ωB97M-V/def2-TZVPD.

ORCA input file:
```
! RIJCOSX wB97M-V def2-TZVPD def2/J DEFGRID3
* xyz 0 2
Br 0.90129 5.77145 3.26719
Br 2.67959 2.35661 1.75741
Br -1.28960 2.43103 3.62011
Br 1.07009 5.14267 -0.79847
V 0.21365 3.77332 1.59318
O -0.27484 2.56286 0.64918
N 1.89746 2.20359 -3.73854
N 1.25340 2.41328 -5.87701
N -1.88455 -2.08853 3.54556
C 1.09383 1.61701 -4.72780
C -1.09339 -2.20499 2.21360
C -1.02591 -1.38231 4.63364
C 0.47748 2.28331 -7.08513
C 0.71327 0.96415 -7.75223
C 1.39510 -1.47671 0.64760
C 2.14751 1.62290 -2.39058
C 2.17523 3.42062 -5.56513
C -0.76152 -2.45146 5.78220
C 0.06766 -1.14714 0.19570
C -1.14935 -3.88378 5.13244
C -2.32000 -3.50660 4.18717
C -0.90448 -0.91271 1.41036
C -3.20336 -1.34086 3.28235
C 2.56816 3.28465 -4.26115
H 2.11386 -1.84546 -0.08419
H -2.40072 -4.30374 3.44816
H -0.25150 -4.26228 4.64386
H 1.28399 -2.34555 1.29634
H -0.53061 -0.09736 2.02966
H 0.16244 -2.41426 6.35927
H 0.47021 3.20976 -7.65937
H 3.05514 2.08860 -2.00661
H -2.92564 -0.35181 2.91801
H 2.48092 4.14153 -6.30893
H -3.73846 -1.96678 2.56821
H 0.11201 0.89494 -8.65876
H 2.29420 0.56459 -2.60633
H 1.70451 0.91312 -8.20273
H -1.63207 -0.55234 4.99670
H -0.12198 -0.95187 4.20269
H -0.32464 -1.95171 -0.42629
H 0.44087 0.78219 -4.52016
H -3.30538 -3.49379 4.65295
H 3.09466 3.94839 -3.59133
H -1.41875 -4.62533 5.88453
H -1.44827 -2.30949 6.61666
H -0.50420 2.21396 -6.61652
H -3.69871 -1.20042 4.24308
H -0.14424 -2.62612 2.54508
H 1.86661 -0.78685 1.34750
H 1.29777 1.69196 -1.71141
H 0.13619 -0.21073 -0.35796
H -1.87543 -0.68343 0.97129
H 0.60318 0.01162 -7.23390
H -1.54265 -2.93368 1.53886
*
```

Properties
ΔE to the lowest compared entry with this formula, charge and spin ... 1.471 eV
⟨S²⟩ ... 0.81
E_LUMO (alpha / beta) ... -0.8 / -0.8 eV
Gap between HOMO and LUMO (alpha / beta) ... 6.0 / 6.0 eV

=====

(2)
A molecular structure, C15H31BrP2Sr in a non-equilibrium geometry, computed with ωB97M-V/def2-TZVPD.

ORCA input file:
```
! RIJCOSX wB97M-V def2-TZVPD def2/J DEFGRID3
* xyz 0 1
Sr 0.88804 -0.43928 -2.67351
Br -1.61250 -0.59624 -0.76842
P -1.57863 1.15727 -2.37877
P 2.24644 1.72338 -0.39033
C 2.21630 3.32799 0.37909
C 1.60513 0.35035 0.49665
C 3.92677 1.42806 -0.94812
C 1.32780 1.96286 -1.92169
C 1.41073 2.59320 -6.42964
C -1.28703 0.24462 -3.92321
C -3.08077 2.08392 -2.55922
C 2.70838 3.20030 -5.80028
C 0.23788 2.60019 -5.50734
C 1.59069 5.40971 -4.10078
C -0.21951 2.29625 -1.91825
C 0.42987 5.07543 -5.06965
C 2.81656 3.21458 -4.31488
C 2.35177 4.21825 -3.55875
C -0.23075 3.70812 -4.94473
H -0.26354 0.30519 -4.40489
H 2.86745 4.19813 -6.23773
H 2.08633 -0.52411 0.03638
H -1.90929 0.73071 -4.67593
H 2.54428 3.27877 1.42205
H 1.63563 1.54806 -6.69556
H 1.81025 2.90436 -2.18684
H 3.52886 2.60068 -6.21578
H -3.28545 2.17284 -3.64189
H 1.20109 3.72396 0.31150
H 3.43454 2.42311 -3.86102
H 1.18371 5.97728 -3.24343
H -1.62112 -0.80882 -3.82773
H 4.51946 0.96444 -0.13660
H -0.53763 2.78945 -0.96808
H -0.32237 5.85792 -4.89181
H 0.49799 0.26680 0.54830
H -0.34941 3.09779 -2.67652
H 4.38831 2.38600 -1.20881
H -2.95374 3.09661 -2.15717
H 1.71584 1.46499 -2.88122
H -3.93316 1.56114 -2.09134
H -0.43505 1.73708 -5.60881
H 1.17526 3.14427 -7.37059
H 2.79100 4.40639 -2.55176
H 3.98641 0.77244 -1.82422
H 0.76677 5.27418 -6.09683
H 2.90580 3.93613 -0.21357
H 2.30881 6.09718 -4.60669
H 1.99813 0.42661 1.51150
H -1.23523 3.72357 -4.45730
*
```

Properties
ΔE to the lowest compared entry with this formula, charge and spin ... 0.000 eV
E_LUMO (alpha / beta) ... 0.0 / 0.0 eV
Gap between HOMO and LUMO (alpha / beta) ... 3.6 / 3.6 eV

=====

(3)
A molecular structure, C15H31ClO4P2Pb in a non-equilibrium geometry, computed with ωB97M-V/def2-TZVPD.

ORCA input file:
```
! RIJCOSX wB97M-V def2-TZVPD def2/J DEFGRID3
* xyz 2 1
Pb 0.54915 -0.07388 0.02993
Cl 3.98628 -1.07522 -0.24103
P -1.60330 1.78494 0.57523
P -2.06151 -1.35242 -0.45121
O 4.26694 0.28973 -0.66017
O 2.46730 -1.32581 -0.45253
O 4.67839 -2.02482 -1.06636
O 4.24352 -1.27176 1.16458
C -2.14691 -3.02575 0.29257
C 1.74199 1.71223 0.53746
C -6.71331 2.34389 0.96600
C -3.26084 1.18391 0.03092
C -7.12094 -0.42229 -1.03768
C -1.74144 2.07241 2.37845
C -7.59631 0.70337 -1.91307
C -8.21258 0.23993 1.18311
C -3.45914 -0.35167 0.21936
C -8.05162 1.99290 -1.19392
C -1.35995 3.44520 -0.16603
C -7.00333 2.61987 -0.31831
C -7.41045 1.36820 1.86917
C -7.40065 -0.62336 0.25632
C -2.39113 -1.58492 -2.23373
H -1.63155 -2.27284 -2.63194
H 2.28281 1.99801 -0.38808
H -9.10184 0.65943 0.70230
H -8.99215 1.80785 -0.66594
H -6.65757 0.91092 2.53037
H -1.37727 -3.64936 -0.19230
H -2.29876 -0.61619 -2.74176
H -8.09464 1.91738 2.53815
H -2.60318 2.71379 2.61524
H -3.13937 -3.49022 0.15204
H -8.43027 0.34826 -2.54224
H -7.02541 -1.54476 0.72394
H -0.43276 3.88398 0.23439
H -8.58052 -0.41546 1.98834
H -6.78774 0.96092 -2.61493
H -1.26818 3.32935 -1.25846
H -3.54260 -0.59739 1.29552
H -4.04493 1.73579 0.58065
H -4.39488 -0.66916 -0.27163
H -6.55532 -1.19890 -1.57080
H -5.94431 2.95071 1.45875
H -8.28352 2.72470 -1.98407
H -0.81877 2.55831 2.72679
H 1.14733 2.54904 0.94109
H -2.21309 4.10842 0.06315
H 2.42134 1.36722 1.33069
H -3.39153 -2.00454 -2.41566
H -1.84777 1.10538 2.88757
H -1.92144 -2.94420 1.36868
H -6.43340 3.41919 -0.80778
H -3.35515 1.44748 -1.04096
*
```

Properties
E_LUMO (alpha / beta) ... -10.8 / -10.8 eV
Gap between HOMO and LUMO (alpha / beta) ... 3.1 / 3.1 eV